Molecular formula: C20H65N19O11
Method: DFT, wB97M-V/def2-TZVPD

Geometry as XYZ:
```
115
Properties=species:S:1:pos:R:3:mulliken_charge:R:1
C -1.04421 0.99040 2.81304 -2.01
C -0.83765 -0.48569 3.14667 1.97
C -0.63739 -1.31674 1.89399 -1.32
O -1.69256 -1.19983 0.96307 -0.35
C -1.48708 -1.92716 -0.23660 -0.76
N 0.33989 -0.60720 4.01004 -0.14
H -1.15319 1.54674 3.75038 0.51
H -1.95104 1.14203 2.24074 0.20
H -0.15666 1.37932 2.31200 0.56
H -1.76996 -0.84648 3.60315 -0.29
H -0.55202 -2.37233 2.19679 0.34
H 0.27966 -1.01379 1.36517 0.39
H -2.33335 -1.67207 -0.86979 0.34
H -1.56932 -3.00061 -0.01726 0.26
H -0.49869 -1.77911 -0.66824 0.23
H 0.60636 -1.58469 4.12685 0.17
H 0.00815 -0.35951 4.94741 0.06
C 2.77943 2.36993 -2.23040 -1.20
C 3.40960 3.02996 -3.45696 0.88
C 2.76455 2.59642 -4.75134 -0.93
O 2.70313 1.20354 -4.86646 -0.21
C 2.23499 0.73819 -6.11080 -0.79
N 3.35165 4.50344 -3.35535 -0.77
H 2.89792 1.28219 -2.25208 0.06
H 1.69928 2.56204 -2.18698 0.29
H 3.19302 2.73173 -1.28835 0.45
H 4.45600 2.71324 -3.47579 0.01
H 3.32534 3.07346 -5.56424 0.32
H 1.72918 2.97839 -4.77119 0.39
H 2.11110 -0.34143 -6.06220 0.26
H 2.82800 1.06274 -6.96887 0.31
H 1.21606 1.13545 -6.25332 0.30
H 3.61490 4.72357 -2.39694 0.29
H 2.36139 4.75998 -3.33862 0.32
C -3.74746 0.07893 -9.60858 -1.54
C -2.66804 -0.68126 -8.87019 0.79
C -3.16387 -1.32286 -7.56855 -0.76
O -3.37424 -0.41634 -6.50522 -0.39
C -2.21086 0.30458 -6.12689 -0.82
N -2.14886 -1.77647 -9.71420 -0.77
H -4.38842 0.64009 -8.93043 0.32
H -4.40655 -0.64272 -10.10896 0.40
H -3.34025 0.67558 -10.42565 0.38
H -1.82324 -0.01121 -8.65783 0.21
H -2.40124 -2.04520 -7.25124 0.35
H -4.11867 -1.78473 -7.81386 0.35
H -1.30002 -0.29992 -6.18708 0.34
H -2.35930 0.58042 -5.08182 0.34
H -2.16072 1.21501 -6.72788 0.29
H -1.88637 -1.43168 -10.63271 0.26
H -1.27187 -2.11171 -9.32532 0.24
C -0.58318 0.90116 7.27870 0.65
O -0.58316 -0.10927 6.57701 -0.76
N 0.20145 1.97173 6.97671 -0.30
N -1.36539 1.03486 8.39055 -0.49
H 0.74905 1.93202 6.13163 0.32
H 0.16761 2.88275 7.39791 0.20
H -1.98330 0.28681 8.64048 0.24
H -1.57756 1.95275 8.73556 0.18
C 4.70328 -0.83654 -2.64259 0.60
O 5.14372 -1.35137 -1.60984 -0.79
N 5.41529 0.13548 -3.30216 -0.35
N 3.52210 -1.15824 -3.22014 -0.22
H 5.00013 0.62097 -4.07588 0.11
H 6.30463 0.41340 -2.93653 0.19
H 2.86135 -1.78607 -2.75691 0.04
H 3.13881 -0.59829 -3.96970 0.38
C 2.36727 -3.54674 -0.77368 0.58
O 2.47406 -3.51606 -2.01278 -0.83
N 1.33139 -4.20277 -0.17259 -0.27
N 3.21587 -2.88747 0.04823 -0.08
H 0.75261 -4.81435 -0.71223 0.22
H 1.35176 -4.25027 0.83315 0.13
H 3.03946 -2.95786 1.04673 0.19
H 3.92963 -2.31082 -0.39932 0.24
C -3.54794 -3.46803 3.90893 0.48
O -4.18596 -3.78775 2.93078 -0.62
N -3.85326 -2.32276 4.61430 -0.30
N -2.49634 -4.18315 4.44372 -0.37
H -4.67056 -1.80588 4.34413 0.21
H -3.50216 -2.04919 5.51437 0.17
H -2.48618 -5.16987 4.24870 0.24
H -2.18496 -3.93040 5.36478 0.19
C -1.98873 4.90835 4.06298 0.57
O -2.82598 5.38909 4.78816 -0.63
N -2.23717 4.00175 3.05135 -0.34
N -0.65343 5.25519 4.15907 -0.39
H -3.17535 3.91033 2.69845 0.20
H -1.53697 3.86229 2.34330 0.19
H -0.38766 5.81869 4.94281 0.22
H 0.02557 4.85933 3.53746 0.18
C 2.80792 -2.98835 3.84392 0.66
O 2.71885 -3.64134 2.80561 -0.76
N 2.00737 -3.25438 4.92052 -0.46
N 3.74706 -2.01827 4.02565 -0.37
H 1.41100 -4.05409 4.82857 0.19
H 2.08759 -2.71684 5.76265 0.16
H 3.78367 -1.42805 4.83461 0.18
H 4.31602 -1.82710 3.22081 0.23
C 2.86834 2.06206 3.78445 0.32
O 3.83781 2.75322 4.01488 -0.69
N 1.60953 2.34593 4.30765 -0.45
N 2.81887 0.89780 3.07269 -0.13
H 1.54493 3.23862 4.76475 0.19
H 0.76564 1.85341 4.07191 0.20
H 1.96596 0.33419 3.06187 0.12
H 3.66586 0.40401 2.86622 0.15
C -5.10974 0.27640 1.23006 0.45
O -6.09249 1.00784 1.23564 -0.70
N -3.91093 0.61908 0.63943 -0.20
N -5.06193 -0.90704 1.91143 -0.21
H -3.83464 1.55413 0.29349 0.23
H -3.14304 0.01128 0.90863 0.19
H -5.89415 -1.13747 2.42109 0.24
H -4.23585 -1.46552 2.03679 0.14
```

The SMILES is COC[C@H](C)N.COC[C@H](C)N.COC[C@H](C)N.NC(N)=O.NC(N)=O.NC(N)=O.NC(N)=O.NC(N)=O.NC(N)=O.NC(N)=O.NC(N)=O. As for the multiplicity: 1. For the energy relative to the best compared isomer or geometry (same formula, charge and spin), the calculation gives 18.70 kcal per mole. The HOMO energy comes out at -9.28 eV. The total energy is -72636.3378 eV. As for the total charge: 0.

Molecular formula: CsH4O2
Method: DFT, wB97M-V/def2-TZVPD

Geometry as XYZ:
```
7
Properties=species:S:1:pos:R:3:mulliken_charge:R:1
Cs 1.69514 1.36657 0.16514 1.01
O -0.45586 -0.23843 2.04214 -0.61
H -0.57486 0.67957 1.87314 0.28
H -0.64186 -0.66843 1.22814 0.32
O 0.07114 -0.00343 -1.84686 -0.68
H -0.67686 -0.36443 -1.39286 0.32
H 0.58314 -0.77143 -2.06886 0.36
```

As for the multiplicity: 1. For the energy relative to the best compared isomer or geometry (same formula, charge and spin), the calculation gives 19.29 kcal per mole. The HOMO energy comes out at -16.18 eV. The total energy is -4702.2820 eV. As for the total charge: +1.

Molecular formula: C5H9NO
Method: DFT, wB97M-V/def2-TZVPD

Geometry as XYZ:
```
16
Properties=species:S:1:pos:R:3:mulliken_charge:R:1
C 1.63571 0.77315 0.34237 -1.47
C 0.62704 0.70570 -0.78053 0.15
N 0.71841 -0.49489 -1.61525 -0.72
C -0.48782 -0.26533 -0.82225 0.16
C -0.80733 -1.08519 0.40156 -0.77
C -1.68494 -0.25371 1.31557 0.03
O -1.97103 0.90137 1.10337 -0.47
H 2.12855 -0.19887 0.44329 0.40
H 2.40943 1.50895 0.10147 0.36
H 1.18418 1.05386 1.30041 0.25
H 0.40991 1.65248 -1.27227 0.47
H 0.56195 -0.24011 -2.58580 0.26
H -1.38214 0.05004 -1.35936 0.38
H 0.10154 -1.35112 0.95814 0.29
H -1.31745 -2.03578 0.19106 0.33
H -2.07000 -0.76127 2.22435 0.37
```

The SMILES is C[C@H]1N[C@H]1CC=O. As for the multiplicity: 1. For the energy relative to the best compared isomer or geometry (same formula, charge and spin), the calculation gives 47.67 kcal per mole. The HOMO energy comes out at -9.54 eV. The total energy is -8867.1455 eV. As for the total charge: 0.

Molecular formula: C5H11O2
Method: DFT, wB97M-V/def2-TZVPD

Geometry as XYZ:
```
18
Properties=species:S:1:pos:R:3:mulliken_charge:R:1
C 1.76910 0.81502 0.47718 -0.08
C 2.10436 1.53219 1.73471 -1.08
C 1.47608 1.58783 -0.83034 0.43
O 0.98019 0.90289 -1.75002 -0.73
O 1.64653 2.83045 -0.72694 -0.73
H 2.76756 0.39148 0.19968 0.10
H 1.04429 0.01083 0.62172 0.19
H 2.62970 2.49123 1.61608 0.31
H 2.85618 1.06545 2.39929 0.31
H 1.25606 1.86398 2.36193 0.27
C -2.78876 -1.13822 -0.55223 -0.79
C -1.81464 -2.24069 -0.94733 -0.83
H -2.22505 -0.37403 -0.00836 0.22
H -3.24169 -0.72746 -1.46379 0.24
H -3.65027 -1.35612 0.08091 0.32
H -1.37599 -2.76425 -0.09717 0.27
H -1.10024 -1.83195 -1.65744 0.24
H -2.33341 -3.05863 -1.45785 0.34
```

As for the multiplicity: 1. For the energy relative to the best compared isomer or geometry (same formula, charge and spin), the calculation gives 15.46 kcal per mole. The HOMO energy comes out at -3.83 eV. The total energy is -9459.3586 eV. As for the total charge: -1.